No. 1
Computed, not measured: a molecular structure, C42H35Br2GeN2O7Ta at a distorted geometry, with ωB97M-V/def2-TZVPD.

XYZ file:
```
90
Properties=species:S:1:pos:R:3:forces:R:3:mulliken_charge:R:1
Ta -0.314 0.009 -1.018 -1.4 -0.9 -1.5 1.647
O 3.718 0.897 -1.019 0.2 -0.1 0.0 -0.700
C 2.689 0.426 -1.424 -0.7 0.2 0.7 -0.050
O 1.549 0.538 -0.723 1.2 0.0 -0.4 -0.134
C 2.591 -0.161 -2.822 0.1 -0.1 -0.3 -0.015
C 1.592 0.682 -3.649 -0.3 0.0 0.1 1.437
C 1.922 0.616 -5.128 0.0 -0.1 -0.1 -0.845
C 1.544 -0.852 -5.457 0.1 0.1 0.0 -1.123
C 0.964 -1.327 -4.129 -0.2 0.2 0.2 -0.211
O 0.374 -0.119 -3.570 0.3 0.0 -0.1 -0.488
C 2.089 -1.614 -3.103 0.2 0.0 -0.3 -0.297
C 1.418 -2.426 -2.041 -0.9 0.5 1.0 -0.314
O 1.484 -3.628 -1.969 0.4 -0.1 -0.2 -0.687
O 0.559 -1.739 -1.288 1.0 -0.7 -0.4 0.910
H 3.593 -0.070 -3.235 0.0 0.1 0.0 0.818
H 1.390 1.672 -3.252 0.0 -0.2 -0.1 -1.321
H 2.966 0.853 -5.326 0.0 0.0 0.0 0.421
H 1.295 1.312 -5.682 0.0 0.0 0.0 0.397
H 2.401 -1.461 -5.745 0.0 0.0 0.0 0.371
H 0.803 -0.909 -6.252 0.0 0.0 0.0 0.351
H 0.208 -2.106 -4.202 0.0 0.0 0.0 0.739
H 2.878 -2.235 -3.521 0.0 0.1 -0.1 0.610
O -2.419 0.681 -2.150 0.3 0.5 0.3 -0.582
C -3.600 -0.080 -2.226 -0.2 0.0 0.1 -0.603
C -3.157 -1.466 -2.522 0.0 -0.1 0.2 0.581
C -3.874 -2.344 -3.316 -0.1 0.1 0.1 -1.120
C -3.429 -3.647 -3.428 -0.1 -0.1 -0.1 -0.319
C -2.298 -4.020 -2.727 0.0 0.0 0.1 -1.237
C -1.625 -3.068 -1.979 -0.4 0.1 0.0 -0.358
N -2.028 -1.787 -1.893 0.5 -0.7 -0.3 0.117
H -2.570 1.453 -1.568 -0.1 0.0 0.1 0.162
H -4.295 0.299 -2.978 0.1 0.1 -0.1 0.476
H -4.109 -0.075 -1.254 0.0 0.0 0.0 0.253
H -4.765 -2.001 -3.824 0.0 0.0 0.0 0.450
H -3.964 -4.360 -4.042 0.0 0.0 0.0 0.430
H -1.921 -5.032 -2.754 0.0 0.0 0.0 0.495
H -0.747 -3.339 -1.428 0.1 0.0 0.1 0.571
Br 1.517 4.036 -2.464 0.1 0.1 0.0 -0.166
C 0.078 4.245 -1.280 0.0 1.0 0.4 0.279
C -0.074 5.531 -0.690 0.2 -0.3 -0.3 -0.422
C -1.050 5.764 0.217 -0.3 -0.2 0.2 -0.111
Br -1.167 7.462 1.031 0.0 0.1 0.0 -0.206
C -1.981 4.740 0.550 0.0 0.3 0.1 1.266
C -3.034 4.899 1.480 0.1 0.1 -0.1 -0.991
C -3.909 3.881 1.697 -0.1 -0.2 0.0 -0.950
C -3.758 2.700 0.944 -0.1 0.1 0.1 -0.356
N -2.780 2.510 0.099 0.3 -0.3 -0.3 -0.240
C -1.853 3.488 -0.080 -0.1 -0.2 -0.1 0.371
C -0.743 3.205 -0.956 0.5 -1.0 -0.1 -0.753
O -0.475 1.971 -1.392 -0.8 1.1 0.3 -0.560
H 0.626 6.310 -0.952 0.0 0.0 0.0 0.444
H -3.133 5.837 2.010 0.0 0.0 0.0 0.334
H -4.715 3.969 2.412 0.0 0.0 0.0 0.436
H -4.479 1.894 1.047 0.0 0.0 0.0 0.451
C -0.899 -0.380 0.731 0.0 0.7 1.2 0.343
Ge 0.410 -0.809 2.116 -0.1 0.1 -0.2 1.596
C 1.977 -1.797 1.588 0.3 -0.3 -0.2 -0.023
C 1.894 -3.169 1.336 0.0 0.0 0.0 -0.038
C 3.014 -3.904 0.977 0.0 0.1 0.0 -0.878
C 4.245 -3.270 0.858 0.0 0.0 0.0 -0.596
C 4.347 -1.909 1.105 -0.1 0.0 0.0 -0.547
C 3.222 -1.178 1.475 0.0 -0.1 -0.1 -0.347
C 0.978 0.904 2.836 0.1 0.4 0.2 -0.582
C 0.588 2.117 2.272 0.1 0.0 0.1 0.302
C 0.991 3.331 2.815 0.0 -0.1 0.0 -0.271
C 1.801 3.346 3.941 0.0 0.0 0.0 -0.590
C 2.201 2.148 4.521 0.0 0.0 -0.1 -0.824
C 1.787 0.940 3.974 0.0 0.1 0.0 0.110
C -0.387 -1.770 3.606 -0.4 -0.1 0.2 -0.027
C -1.629 -1.336 4.082 0.0 -0.1 0.0 -0.516
C -2.239 -1.943 5.170 0.1 0.0 0.0 -0.686
C -1.612 -3.007 5.807 0.0 0.0 0.0 -0.468
C -0.378 -3.446 5.356 0.1 0.0 -0.1 -0.672
C 0.231 -2.831 4.265 -0.1 0.0 0.1 -0.224
H -1.727 0.149 1.213 -0.1 -0.1 -0.1 0.239
H 0.938 -3.679 1.406 0.0 0.0 0.0 0.464
H 2.923 -4.963 0.772 0.0 0.0 0.0 0.397
H 5.120 -3.838 0.565 0.0 0.0 0.0 0.380
H 5.300 -1.405 1.002 0.0 0.0 0.0 0.423
H 3.322 -0.114 1.650 0.0 0.0 0.0 0.298
H -0.034 2.114 1.386 0.0 0.0 0.0 -0.277
H 0.673 4.261 2.357 0.0 0.0 0.0 0.393
H 2.124 4.289 4.368 0.0 0.0 0.0 0.396
H 2.835 2.154 5.399 0.0 0.0 0.0 0.382
H 2.105 0.017 4.448 0.0 0.0 0.0 0.442
H -2.136 -0.504 3.602 0.0 0.0 0.0 0.250
H -3.198 -1.586 5.524 0.0 0.0 0.0 0.397
H -2.086 -3.489 6.654 0.0 0.0 0.0 0.373
H 0.118 -4.270 5.854 0.0 0.0 0.0 0.405
H 1.202 -3.188 3.941 0.0 0.0 0.0 0.316
```
Forces are in eV/Å.

Results
ΔE to the lowest compared entry with this formula, charge and spin in kcal per mole: 25.83

***

No. 2
Computed, not measured: C16H15NO3 in the gas phase at a distorted geometry, with ωB97M-V/def2-TZVPD.

XYZ file:
```
35
Properties=species:S:1:pos:R:3:forces:R:3:mulliken_charge:R:1
C -6.503 -0.405 0.255 -0.6 0.3 -4.0 -1.247
C -5.394 0.710 0.130 -5.4 3.5 0.6 1.048
O -5.735 1.971 0.136 0.9 -5.3 0.0 -0.645
C -4.059 0.309 0.032 1.2 -3.0 -1.4 0.184
C -3.641 -1.156 -0.151 -3.6 7.8 1.6 -0.743
C -2.373 -1.340 -0.014 1.2 3.6 0.7 -1.181
C -1.473 -0.344 0.090 0.9 9.2 -2.5 0.491
O -0.182 -0.545 -0.270 3.0 -4.3 -0.6 -0.249
C 1.031 -0.010 -0.146 -5.5 12.5 4.0 0.796
O 0.995 1.435 0.261 0.4 -7.5 -2.0 -0.732
N 2.132 -0.574 -0.343 2.1 -5.4 0.2 0.089
C 2.089 -2.171 -0.453 1.2 6.1 -6.0 -1.507
C 3.340 0.017 0.075 3.4 2.4 -3.5 0.715
C 4.437 -0.766 0.729 0.4 14.3 -6.4 -1.015
C 5.612 -0.079 0.902 -8.5 7.7 -7.0 -0.892
C 6.024 1.313 0.186 -9.3 -6.7 1.3 -0.681
C 4.903 1.906 -0.351 0.5 2.0 -3.4 -0.295
C 3.638 1.280 -0.717 1.7 -2.3 5.4 -0.424
C -1.834 1.124 -0.147 -0.2 -0.5 2.8 -0.302
C -3.220 1.390 -0.051 4.5 -4.7 -0.1 -0.513
H -7.524 0.054 0.258 1.0 -0.3 0.2 0.308
H -6.499 -1.134 -0.755 0.2 2.1 2.4 0.269
H -6.406 -1.109 1.037 0.4 -0.4 1.2 0.400
H -4.396 -1.827 -0.118 -1.9 -2.3 -0.3 0.494
H -1.950 -2.159 -0.161 3.3 -7.7 -0.9 0.688
H 1.835 -2.369 0.423 -1.9 -2.8 7.7 0.586
H 1.258 -2.233 -1.111 -0.1 -1.2 -1.0 0.428
H 3.086 -2.366 -0.723 0.7 -1.0 -0.7 0.474
H 4.278 -1.533 1.131 -2.4 -11.5 5.7 0.859
H 6.409 -0.369 1.147 11.0 -5.5 4.8 0.684
H 6.831 1.706 0.541 5.0 2.6 1.4 0.523
H 5.131 2.933 -0.862 -0.8 -1.6 1.1 0.221
H 2.800 1.890 -1.032 0.1 -0.3 -0.4 0.374
H -1.160 2.110 -0.010 -0.9 -3.3 -0.7 0.207
H -3.481 2.339 0.078 -1.7 3.6 0.1 0.589
```
Forces are in eV/Å.

Results
ΔE to the lowest compared entry with this formula, charge and spin in kcal per mole: 312.12

***

No. 3
Computed, not measured: a molecular structure, C53H39Br2F4GeMgN2O2P at a distorted geometry, with ωB97M-V/def2-TZVPD.

XYZ file:
```
105
Properties=species:S:1:pos:R:3:forces:R:3:mulliken_charge:R:1
Mg -0.169 0.745 0.435 -0.1 -1.0 0.6 2.135
O 3.232 3.766 -2.474 -0.1 0.1 0.1 -0.490
C 3.036 2.650 -3.238 -0.1 -0.2 -0.1 1.141
C 3.750 2.452 -4.414 0.1 0.1 0.0 -0.782
C 3.514 1.333 -5.200 0.0 0.0 0.0 -0.580
C 2.557 0.412 -4.811 0.0 -0.1 -0.1 -1.098
C 1.859 0.609 -3.626 0.0 0.0 0.0 0.367
C 2.088 1.709 -2.820 0.0 0.2 0.1 -0.750
C 1.309 1.895 -1.519 0.3 0.3 0.3 -0.212
O 0.241 1.071 -1.372 0.1 0.5 -1.0 0.053
N 2.313 1.759 -0.429 0.7 0.2 -0.4 -0.297
N 1.709 1.612 0.808 -0.4 0.0 0.2 -0.253
C 2.455 1.234 1.824 0.1 0.2 -0.1 -0.838
C 1.993 1.100 3.133 -0.1 0.0 -0.1 0.782
Br 0.077 1.345 3.332 0.2 0.0 0.2 -0.175
C 2.672 0.785 4.303 -0.1 -0.1 0.2 -1.512
C 4.069 0.832 4.572 0.0 0.0 0.0 1.138
C 4.556 0.242 5.770 0.0 0.0 0.0 -0.748
C 5.888 0.285 6.118 0.0 0.0 0.0 -0.358
C 6.820 0.924 5.299 0.1 0.0 0.0 -0.493
C 6.369 1.517 4.122 0.1 0.0 0.1 -0.623
C 5.038 1.470 3.756 0.0 0.0 -0.1 -0.251
H 3.880 4.330 -2.904 0.1 0.0 -0.1 0.305
H 4.501 3.182 -4.709 0.0 0.0 0.0 0.212
H 4.081 1.189 -6.113 0.0 0.0 0.0 0.369
H 2.358 -0.461 -5.421 0.0 0.0 0.0 0.392
H 1.109 -0.096 -3.299 0.0 0.0 0.0 0.264
H 1.012 2.964 -1.485 0.0 -0.1 0.0 -0.023
H 3.011 1.043 -0.631 -0.2 -0.3 0.1 0.155
H 3.491 0.953 1.641 0.0 0.1 0.0 0.334
H 2.052 0.484 5.141 0.0 -0.1 0.0 0.189
H 3.845 -0.258 6.419 0.0 0.0 0.0 0.295
H 6.215 -0.190 7.038 0.0 0.0 0.0 0.331
H 7.866 0.966 5.578 0.0 0.0 0.0 0.343
H 7.078 2.031 3.482 0.0 0.0 0.0 0.346
H 4.721 1.964 2.847 0.1 0.0 0.1 0.449
F -4.906 7.089 0.472 -0.2 0.5 -0.1 -0.319
C -4.400 5.883 0.678 0.2 -0.6 0.1 0.627
C -5.238 4.816 0.952 0.1 0.4 0.0 0.205
F -6.553 5.027 1.028 -0.3 0.0 0.0 -0.322
C -4.710 3.564 1.159 0.8 -0.4 0.3 0.093
F -5.574 2.590 1.426 -0.3 -0.2 0.0 -0.419
C -3.335 3.294 1.133 -0.4 0.9 -0.8 -0.083
P -2.633 1.585 0.910 -0.2 -0.5 0.4 -0.195
C -3.650 1.122 -0.539 -0.2 0.2 -0.1 1.009
C -4.877 0.465 -0.495 0.2 0.0 0.1 -0.255
C -5.631 0.318 -1.649 -0.1 0.0 0.0 -0.802
C -5.181 0.841 -2.853 0.0 0.0 0.1 -0.599
C -3.954 1.487 -2.905 -0.1 0.0 -0.1 -0.358
C -3.189 1.617 -1.760 0.1 0.0 0.1 -0.565
C -3.371 0.695 2.323 0.0 0.1 0.1 0.562
C -3.442 -0.697 2.279 0.0 0.0 -0.2 -0.420
C -3.941 -1.403 3.362 -0.1 0.1 0.1 -0.709
C -4.350 -0.732 4.507 0.0 -0.1 0.0 -0.611
C -4.241 0.649 4.573 0.0 0.1 0.1 -0.768
C -3.748 1.357 3.488 0.0 0.0 -0.1 -0.452
C -2.516 4.407 0.851 0.2 -0.8 0.4 -0.071
Br -0.633 4.206 0.798 -0.1 0.2 -0.1 -0.063
C -3.037 5.667 0.642 -0.1 0.1 0.0 0.121
F -2.248 6.715 0.400 0.1 0.2 -0.1 -0.348
H -5.239 0.068 0.443 0.0 0.0 0.0 0.392
H -6.583 -0.196 -1.604 0.0 0.0 0.0 0.412
H -5.780 0.734 -3.749 0.0 0.0 0.0 0.353
H -3.592 1.880 -3.847 0.0 0.0 0.0 0.458
H -2.214 2.095 -1.805 0.0 -0.1 0.0 -0.083
H -3.041 -1.219 1.415 0.1 -0.1 0.0 0.234
H -3.989 -2.484 3.318 0.0 0.0 0.0 0.410
H -4.731 -1.289 5.355 0.0 0.0 0.0 0.367
H -4.537 1.176 5.472 0.0 0.0 0.0 0.397
H -3.652 2.436 3.547 0.0 0.0 0.1 0.435
C -0.815 -1.243 0.871 -0.2 -0.1 -0.4 -1.141
Ge -0.151 -2.193 -0.644 0.0 -0.2 0.6 2.558
C 1.845 -1.923 -0.707 -0.1 0.0 -0.3 0.814
C 2.686 -1.979 -1.817 0.0 0.0 0.0 -0.100
C 4.064 -1.845 -1.690 0.0 0.0 -0.1 -0.750
C 4.634 -1.656 -0.438 0.0 0.0 0.1 -0.540
C 3.816 -1.615 0.685 0.0 0.0 -0.1 -0.636
C 2.441 -1.749 0.544 0.0 0.0 0.1 -1.199
C 0.075 -4.221 -0.476 0.0 0.1 -0.1 -0.349
C 0.791 -4.912 -1.458 0.0 -0.1 0.0 0.224
C 1.060 -6.269 -1.351 0.0 0.0 0.0 -0.887
C 0.610 -6.978 -0.242 0.0 0.0 0.0 -0.402
C -0.104 -6.314 0.745 0.0 -0.1 0.0 -0.498
C -0.363 -4.952 0.623 -0.1 0.1 0.1 -0.581
C -1.138 -2.196 -2.406 0.1 0.0 0.3 -0.283
C -1.825 -3.357 -2.774 0.0 0.0 -0.1 -0.641
C -2.652 -3.393 -3.889 0.0 0.0 0.0 -0.756
C -2.800 -2.263 -4.680 0.0 0.0 -0.1 -0.727
C -2.148 -1.094 -4.316 0.0 0.0 0.0 -1.021
C -1.354 -1.052 -3.176 0.0 0.0 -0.1 0.486
H 2.263 -2.134 -2.804 0.0 0.0 0.0 0.407
H 4.697 -1.889 -2.571 0.0 0.0 0.0 0.337
H 5.708 -1.545 -0.335 0.0 0.0 0.0 0.349
H 4.247 -1.476 1.671 0.0 0.0 0.0 0.516
H 1.803 -1.716 1.425 0.0 0.0 0.0 0.368
H 1.143 -4.372 -2.331 0.0 0.0 0.0 0.306
H 1.623 -6.779 -2.127 0.0 0.0 0.0 0.373
H 0.820 -8.038 -0.149 0.0 0.0 0.0 0.335
H -0.455 -6.861 1.614 0.0 0.0 0.0 0.366
H -0.912 -4.429 1.402 0.0 0.0 0.0 0.310
H -1.705 -4.252 -2.176 0.0 0.0 0.0 0.314
H -3.182 -4.307 -4.141 0.0 0.0 0.0 0.419
H -3.423 -2.292 -5.568 0.0 0.0 0.0 0.337
H -2.273 -0.200 -4.919 0.0 0.0 0.0 0.345
H -0.903 -0.116 -2.868 0.0 0.0 0.0 0.594
```
Forces are in eV/Å.

Results
ΔE to the lowest compared entry with this formula, charge and spin in kcal per mole: 62.29
Total charge: -2

***

No. 4
Computed, not measured: C2HN3O2 in the gas phase at a distorted geometry, with ωB97M-V/def2-TZVPD.

XYZ file:
```
8
Properties=species:S:1:pos:R:3:forces:R:3:mulliken_charge:R:1
O -3.714 1.108 0.257 0.4 0.6 0.4 -0.336
C -2.995 0.207 0.166 -1.0 -0.2 -0.4 0.551
N -2.587 -0.906 -0.101 0.0 0.2 0.2 0.027
N -1.509 -1.723 -0.095 0.1 -0.6 -0.3 -0.224
N -0.431 -1.339 0.302 -0.1 -1.6 0.3 0.001
C 0.246 -0.242 0.707 1.3 1.4 -1.6 0.169
O 0.671 -0.017 1.804 -0.4 0.2 0.0 -0.450
H 0.613 0.235 -0.296 -0.3 0.0 1.5 0.261
```
Forces are in eV/Å.

Results
ΔE to the lowest compared entry with this formula, charge and spin in kcal per mole: 100.97